Entry 1:
Here is a molecular structure, C28H34IN5O8STl from OMol25. Energies are from ωB97M-V with the def2-TZVPD basis set.

Results
Energy relative to the best compared isomer or geometry (same formula, charge and spin) in kcal/mol: 8.4
HOMO-LUMO gap in eV: 6.7
2S+1: 1
Net charge: -1

Structure (XYZ):
```
78
Properties=species:S:1:pos:R:3:forces:R:3
Tl 1.577808 0.457433 1.075443 0.0 -0.2 0.7
C 3.810454 4.331029 2.411158 0.0 0.0 0.0
C 2.705209 3.297748 2.324857 -0.1 0.1 0.1
O 2.937800 2.342811 1.513588 -0.1 -0.2 -0.3
C 1.598592 3.461812 3.136792 0.1 0.1 0.0
C 0.459671 2.621101 3.287900 -0.2 -0.2 0.0
C -0.570772 3.040328 4.306484 0.0 0.0 -0.1
N 0.247932 1.511526 2.635322 0.4 0.0 -0.3
N -0.958818 0.877282 2.860968 -0.3 0.0 0.2
C -0.923810 -0.405119 2.590554 0.1 0.1 0.1
O 0.105713 -1.051158 2.187550 0.0 0.0 -0.1
C -2.239448 -1.115981 2.638305 0.0 -0.1 0.0
C -2.330171 -2.391365 2.086741 0.0 0.0 0.0
C -3.561578 -3.014919 1.950066 0.0 0.0 0.0
C -4.710891 -2.382328 2.399646 0.0 0.0 0.0
C -4.620856 -1.130719 2.995704 0.0 0.0 0.0
C -3.395005 -0.492454 3.103324 0.0 0.0 0.0
H 4.124172 4.616247 1.405723 0.0 0.0 0.0
H 4.672069 3.876796 2.905631 0.0 0.0 0.0
H 3.508317 5.216981 2.967124 0.0 0.0 0.0
H 1.596486 4.342506 3.763409 0.0 0.0 0.0
H -0.323056 4.008085 4.737729 0.0 0.0 0.0
H -0.633144 2.291502 5.096967 0.0 0.0 0.0
H -1.555632 3.076242 3.841222 0.0 0.0 0.0
H -1.425277 -2.862925 1.726391 0.0 0.0 0.0
H -3.634641 -3.970976 1.449012 0.0 0.0 0.0
H -5.673094 -2.854255 2.252289 0.0 0.0 0.0
H -5.515270 -0.636155 3.355020 0.0 0.0 0.0
H -3.317741 0.502968 3.519410 0.0 0.0 0.0
C -1.080312 2.704734 -0.115360 0.0 0.1 0.1
O 0.334244 2.679641 -0.177631 0.3 -0.1 -0.2
C 0.819033 3.168561 -1.413806 0.0 0.0 0.0
C 2.318912 3.051901 -1.485900 0.0 -0.1 0.0
O 2.692402 1.702153 -1.722199 0.0 0.0 0.2
C 4.093811 1.516437 -1.599858 -0.1 0.0 0.0
C 4.434634 0.120305 -2.054129 0.0 0.1 0.0
O 3.776731 -0.806884 -1.228428 -0.2 0.0 0.1
C 3.899873 -2.136657 -1.678200 0.1 0.1 0.0
H -1.444901 3.737461 -0.145364 0.0 0.0 0.0
H -1.375356 2.244355 0.825646 0.0 0.0 0.0
H -1.520455 2.146937 -0.948496 0.0 0.0 0.0
H 0.559323 4.231203 -1.511841 -0.1 0.0 0.0
H 0.359384 2.613068 -2.242150 0.0 0.0 0.0
H 2.753479 3.392558 -0.542821 0.0 0.1 0.0
H 2.684693 3.677202 -2.311083 0.0 0.0 0.0
H 4.402354 1.685715 -0.563898 0.0 0.0 0.1
H 4.628246 2.224385 -2.247855 0.0 0.0 0.0
H 5.522896 -0.015329 -2.001051 0.0 0.0 0.0
H 4.114582 -0.015253 -3.097629 0.0 0.0 0.0
H 4.940275 -2.475893 -1.622734 0.0 0.0 0.0
H 3.550452 -2.236929 -2.712940 0.0 0.0 0.0
H 3.280350 -2.755966 -1.033286 0.0 0.0 0.0
I 5.178695 -0.311957 1.995403 0.1 0.0 0.0
C 3.116258 -0.665424 2.272731 -0.3 0.2 -0.7
H 2.851096 -0.316666 3.264865 0.0 -0.1 0.0
H 2.921547 -1.722797 2.147772 0.0 0.0 0.1
O -6.141375 -2.512102 -2.684613 0.0 -0.1 0.1
S -6.176978 -3.623790 -1.748594 0.0 0.2 0.1
O -5.501662 -3.356133 -0.491324 -0.1 -0.1 -0.1
O -4.913808 -4.906191 -2.718809 0.2 0.0 -0.1
C -3.912506 -4.368332 -3.311201 -0.1 -0.1 0.0
N -3.675408 -4.703869 -4.608571 0.0 0.0 0.0
C -2.682659 -4.083925 -5.212247 0.0 0.0 0.0
C -1.871711 -3.135247 -4.600051 0.0 0.1 0.0
C -2.149820 -2.899417 -3.260428 0.0 -0.1 -0.1
N -3.136177 -3.503364 -2.623405 0.0 0.1 0.1
C -1.348751 -1.960292 -2.430434 0.0 0.1 0.1
C -0.047599 -1.589686 -2.754088 0.0 0.0 0.0
C 0.659536 -0.767138 -1.899077 0.1 0.1 -0.1
N 0.141802 -0.295355 -0.761034 0.3 0.1 0.2
C -1.129158 -0.608741 -0.472306 0.0 0.0 0.0
C -1.899625 -1.433679 -1.265902 0.0 0.0 -0.1
H -2.518538 -4.353489 -6.253218 0.0 0.0 0.0
H -1.103303 -2.607628 -5.145875 0.0 0.0 0.0
H 0.429910 -1.958773 -3.651481 0.0 0.0 0.0
H 1.670644 -0.461335 -2.116095 0.1 0.0 0.0
H -1.544502 -0.180266 0.426307 0.0 0.0 -0.1
H -2.915559 -1.692166 -0.991620 0.0 0.0 0.0
```
Positions in Å, forces in eV/Å.

Entry 2:
Here is a gas-phase ion, C4H7N2 (charge +1) from OMol25. Energies are from ωB97M-V with the def2-TZVPD basis set.

Results
Energy relative to the best compared isomer or geometry (same formula, charge and spin) in kcal/mol: 104.6
HOMO-LUMO gap in eV: 8.0
2S+1: 1
SMILES string: [H]/N=C/C=[NH+]\C=C
Net charge: +1

Structure (XYZ):
```
13
Properties=species:S:1:pos:R:3:forces:R:3
H -2.344597 1.945083 -0.030558 -3.4 3.2 0.3
N -1.729842 1.242139 -0.073168 4.2 -4.2 -0.6
C -2.189420 0.050148 -0.060239 -3.0 2.7 1.3
C -1.259901 -1.029499 -0.045400 6.2 -0.6 -0.2
N 0.103455 -0.773231 0.020304 0.1 -2.7 -1.1
C 1.169512 0.205707 0.234398 -1.9 2.9 0.2
C 2.476560 0.325308 -0.145068 -1.5 -1.2 0.5
H -3.307357 -0.006929 0.136582 1.4 -1.1 -0.6
H -1.327632 -2.144374 -0.157180 -1.1 1.4 0.2
H 0.700153 -1.601948 -0.077820 -1.2 -0.7 -0.1
H 0.571888 0.996953 0.701851 1.3 0.5 0.1
H 3.085201 -0.395079 -0.720318 -0.7 0.3 0.3
H 3.022949 1.199499 0.232666 -0.5 -0.3 -0.2
```
Positions in Å, forces in eV/Å.

Entry 3:
Here is a single C2H7N3O molecule from OMol25. Energies are from ωB97M-V with the def2-TZVPD basis set.

Results
Energy relative to the best compared isomer or geometry (same formula, charge and spin) in kcal/mol: 120.4
HOMO-LUMO gap in eV: 8.8
2S+1: 1
SMILES string: CO/N=C/NN

Structure (XYZ):
```
13
Properties=species:S:1:pos:R:3:forces:R:3
C -2.377413 0.471289 0.064544 -1.8 1.0 -0.2
O -1.654509 -0.691162 0.017780 -0.8 -2.2 -0.3
N -0.289885 -0.807519 -0.171446 2.0 3.2 0.5
C 0.277158 0.380039 -0.069007 -3.6 -0.7 -0.1
N 1.575739 0.662073 -0.099399 2.4 1.1 0.8
N 2.463010 -0.401052 0.087099 1.9 0.3 -1.9
H -3.346431 0.043570 0.518713 1.0 1.1 -1.3
H -2.017823 1.181048 0.838629 -0.1 0.0 -0.4
H -2.498407 1.032924 -0.989254 0.1 -1.2 2.2
H -0.406365 1.279061 0.036441 1.4 -1.0 -0.2
H 1.898972 1.602557 0.242063 -0.9 -1.5 -0.4
H 3.320622 -0.204189 -0.528649 -1.7 -0.8 1.8
H 2.644985 -0.688160 1.052807 0.0 0.6 -0.5
```
Positions in Å, forces in eV/Å.

Entry 4:
Here is a single C6H6O4S molecule from OMol25. Energies are from ωB97M-V with the def2-TZVPD basis set.

Results
Energy relative to the best compared isomer or geometry (same formula, charge and spin) in kcal/mol: 84.6
HOMO-LUMO gap (spin up / spin down) in eV: 6.5 / 6.5
2S+1: 1

Structure (XYZ):
```
17
Properties=species:S:1:pos:R:3:forces:R:3
C 1.211082 -0.865565 -0.710046 1.6 -0.4 -0.3
C 2.290031 -0.166967 -0.282999 -0.6 0.0 0.1
C 2.599341 1.112980 0.558926 0.7 -0.2 -0.2
C 1.647132 1.883855 1.136864 -2.6 -1.6 -1.0
C -0.861078 0.093593 0.046047 3.3 2.1 1.4
C -2.353996 -0.051457 0.069409 -0.2 0.1 -0.3
O 3.833529 1.323093 0.626917 -0.2 0.0 0.0
O -0.161051 -0.785055 -0.600427 -1.7 0.5 0.4
O 3.457693 -0.669069 -0.667437 0.4 0.2 0.1
O -2.756918 -1.311351 0.521940 0.1 -0.4 0.1
S -0.173704 1.429522 0.960515 -0.4 -0.7 -0.4
H 1.439129 -1.739431 -1.305794 -0.1 0.1 0.1
H 1.715806 2.776157 1.714932 0.0 0.3 0.2
H -2.742491 0.150562 -0.943256 0.2 0.1 0.2
H -2.769720 0.684980 0.759728 0.1 0.0 -0.2
H 4.114660 0.000896 -0.254251 -0.5 -0.3 -0.2
H -2.407801 -1.995611 -0.062719 -0.1 0.1 0.0
```
Positions in Å, forces in eV/Å.

Entry 5:
Here is 2 unconnected molecules or ions with the total composition C5H8O from OMol25. Energies are from ωB97M-V with the def2-TZVPD basis set.

Results
Energy relative to the best compared isomer or geometry (same formula, charge and spin) in kcal/mol: 57.8
HOMO-LUMO gap in eV: 9.9
2S+1: 1
SMILES string: C=CC=C.C=O

Structure (XYZ):
```
14
Properties=species:S:1:pos:R:3:forces:R:3
C 1.662474 1.236776 0.045538 0.0 -0.7 0.2
C 0.347199 1.145575 0.226424 -0.1 0.1 -0.1
C -0.535356 2.302700 0.247901 0.1 1.0 -0.6
C -1.827133 2.307547 -0.074771 0.2 -1.0 0.5
H 2.208718 2.140279 -0.189757 -0.2 0.2 0.3
H 2.254333 0.331406 0.107881 0.1 0.0 -0.3
H -0.130783 0.172616 0.270924 0.1 -0.1 0.2
H -0.008075 3.237703 0.431054 -0.2 0.1 -0.1
H -2.460789 3.172129 -0.172392 0.1 0.3 0.1
H -2.308028 1.338365 -0.182286 -0.1 0.1 -0.3
C 0.002215 -3.225369 0.331748 -0.1 0.2 0.5
O 0.343585 -3.340526 -0.804330 0.1 -0.1 -0.5
H 0.172513 -4.008312 1.088871 0.0 -0.2 0.0
H -0.491326 -2.312996 0.708384 -0.1 0.1 0.0
```
Positions in Å, forces in eV/Å.

Entry 6:
Here is 6 unconnected molecules or ions with the total composition C41H46BrN7O2S2 from OMol25. Energies are from ωB97M-V with the def2-TZVPD basis set.

Results
HOMO-LUMO gap in eV: 7.2
2S+1: 1
SMILES string: C[C@@H](Br)Cc1cc(CCCC(=O)O)c(CCCS)c2nsnc12.c1ccncc1.c1ccncc1.c1ccncc1.c1ccncc1.c1ccncc1

Structure (XYZ):
```
99
Properties=species:S:1:pos:R:3:forces:R:3
C 2.726929 1.982778 0.930294 1.5 0.8 -0.2
C 2.569318 3.233125 -0.065394 -1.0 0.1 1.5
Br 4.163220 3.372616 -1.290509 -0.8 0.0 0.7
C 1.161062 3.319869 -0.838384 0.2 -0.3 -1.2
C 0.505178 1.913903 -1.215812 -3.6 -2.3 0.4
C -0.975674 1.628215 -0.782496 3.2 -1.0 -1.6
C -1.744361 0.279572 -1.070074 2.8 -1.7 -1.6
C -3.280701 0.030687 -0.609236 0.3 0.8 0.1
C -3.598471 0.585730 0.867672 -0.1 -0.4 0.5
C -5.097111 1.163343 1.054804 -0.5 -0.6 0.7
C -6.230449 0.254409 0.372638 -1.8 -0.9 -3.0
O -6.453378 0.168928 -0.866247 1.2 0.8 4.5
O -7.112901 -0.503296 1.229060 1.2 1.8 -0.9
C -1.013465 -0.860424 -1.831204 0.1 2.6 0.4
C -1.628949 -2.298619 -2.170572 1.1 -0.2 0.7
C -0.933365 -3.339982 -1.117416 -0.4 0.5 0.0
C -1.678437 -4.765965 -1.062518 0.6 0.9 0.2
S -0.357004 -6.091868 -0.894332 0.1 -0.1 -0.1
C 0.476545 -0.611594 -2.330095 1.0 0.9 0.0
N 1.330472 -1.505422 -3.084650 -1.0 3.6 2.1
S 2.816236 -0.707861 -3.332000 -3.4 1.4 1.9
N 2.542668 0.787551 -2.564493 -3.7 -2.0 0.7
C 1.207717 0.755094 -2.021897 0.5 -0.7 -0.6
H 2.423169 0.973294 0.492633 0.2 1.6 0.6
H 2.213805 2.257157 1.914306 0.4 -0.7 -1.4
H 3.856620 1.894247 1.171108 -2.0 0.1 -0.3
H 2.632197 4.182082 0.597001 0.1 -1.5 -1.3
H 0.432917 3.967965 -0.214683 1.1 -1.4 -0.9
H 1.328088 3.888516 -1.836238 -0.3 -0.8 1.7
H -1.488546 2.495008 -0.226785 0.8 -1.6 -1.0
H -3.989380 0.591846 -1.331562 1.2 -1.1 1.0
H -3.554927 -1.088894 -0.607516 0.6 1.9 -0.3
H -2.838455 1.392654 1.186025 -1.4 -1.2 -0.5
H -3.500596 -0.278413 1.635280 0.0 1.4 -1.3
H -5.217248 2.236466 0.643855 0.1 -1.9 0.5
H -5.331292 1.169326 2.188658 0.4 0.2 -1.9
H -7.980626 -0.620592 0.760379 1.4 0.0 0.1
H -2.764616 -2.366068 -2.075387 1.6 0.4 -0.2
H -1.312101 -2.651446 -3.226835 -0.6 0.9 1.7
H -0.910009 -2.845929 -0.075595 -0.1 -0.9 -1.6
H 0.155706 -3.485478 -1.432064 -1.6 0.3 0.3
H -2.344121 -4.874700 -0.133061 1.0 0.2 -1.4
H -2.303345 -4.955400 -2.000305 1.0 0.2 1.2
H 0.902677 -5.505621 -1.042104 -1.5 0.1 0.0
C 6.096541 -1.925248 3.903563 0.0 0.0 0.0
C 4.782231 -2.127106 3.506432 0.1 0.0 0.0
C 4.195470 -1.183457 2.679038 0.2 0.5 -0.3
N 4.823369 -0.079857 2.240132 0.4 -0.6 0.5
C 6.094149 0.091727 2.641202 -0.6 0.1 -0.3
C 6.770134 -0.794691 3.463721 -0.1 -0.1 0.1
H 6.591166 -2.642253 4.550041 0.0 0.0 0.0
H 4.226439 -2.997827 3.831777 0.0 0.1 0.0
H 3.171040 -1.298492 2.338840 0.0 -0.1 0.0
H 6.577107 0.991534 2.274523 0.1 -0.1 0.1
H 7.796349 -0.605950 3.753579 -0.1 0.0 -0.1
C -9.540957 2.062554 1.289222 0.0 -0.1 0.0
C -9.317103 1.478040 2.527813 -0.1 0.1 -0.1
C -9.172996 2.308130 3.627769 0.0 0.6 0.1
N -9.233503 3.648450 3.565789 -0.1 -0.4 -0.6
C -9.449299 4.188150 2.355135 0.1 -0.1 0.6
C -9.609984 3.445313 1.196498 0.0 -0.1 0.0
H -9.660301 1.446418 0.404018 0.0 0.1 0.0
H -9.256328 0.402591 2.636585 0.0 0.1 0.1
H -8.999589 1.898702 4.617740 0.0 0.0 -0.1
H -9.491399 5.272535 2.333637 0.0 0.0 -0.1
H -9.783883 3.934693 0.246193 0.0 0.0 0.1
C 3.305089 5.304896 -5.519320 0.1 0.0 0.0
C 2.572194 5.862841 -6.557245 0.1 -0.1 0.1
C 1.326584 5.326638 -6.842236 -0.4 -0.5 0.2
N 0.786505 4.293985 -6.174460 0.6 0.3 0.1
C 1.517649 3.771656 -5.175911 -0.4 0.1 -0.4
C 2.770589 4.238017 -4.811013 0.1 0.1 -0.1
H 4.283781 5.697613 -5.264844 -0.1 0.0 0.0
H 2.959276 6.695518 -7.131569 0.0 0.0 0.0
H 0.714318 5.730421 -7.642248 0.1 0.0 0.0
H 1.058669 2.937008 -4.654499 0.1 0.0 0.0
H 3.314227 3.778726 -3.994958 -0.1 0.0 0.0
C 8.746363 0.084064 -1.735969 0.0 0.0 -0.1
C 9.807332 -0.288903 -0.922914 -0.1 0.0 -0.1
C 9.913982 0.300270 0.326633 -0.3 0.4 0.3
N 9.051417 1.216109 0.797437 -0.1 -0.3 -0.6
C 8.035161 1.560130 -0.010652 0.4 0.0 0.4
C 7.839189 1.026755 -1.273891 0.1 -0.1 -0.1
H 8.627765 -0.355670 -2.720459 0.0 0.0 0.1
H 10.534540 -1.020866 -1.251976 0.0 0.0 0.0
H 10.724106 0.039295 1.000060 0.0 0.0 -0.1
H 7.354532 2.303325 0.393128 0.0 0.0 -0.1
H 6.999252 1.340653 -1.881398 0.0 0.0 0.1
C -3.206860 -7.618450 3.694916 0.0 -0.1 0.0
C -3.743970 -6.414206 4.127690 0.1 -0.1 0.0
C -3.110426 -5.241055 3.750988 0.5 0.1 -0.3
N -2.002005 -5.199845 2.992871 -0.3 -0.6 0.2
C -1.501810 -6.379807 2.589047 0.0 0.6 0.1
C -2.063358 -7.605653 2.908916 -0.2 0.0 0.1
H -3.674987 -8.558168 3.967862 0.0 0.1 0.0
H -4.634688 -6.387473 4.743162 0.0 0.0 0.0
H -3.494021 -4.274432 4.061640 0.0 -0.1 0.0
H -0.605995 -6.317582 1.980307 -0.1 -0.1 0.0
H -1.618043 -8.526571 2.553408 0.0 0.1 0.0
```
Positions in Å, forces in eV/Å.

Entry 7:
Here is a molecular structure, C5H8 from OMol25. Energies are from ωB97M-V with the def2-TZVPD basis set.

Results
Energy relative to the best compared isomer or geometry (same formula, charge and spin) in kcal/mol: 122.3
HOMO-LUMO gap in eV: 8.4
2S+1: 1

Structure (XYZ):
```
13
Properties=species:S:1:pos:R:3:forces:R:3
C -1.157483 0.006496 -0.421781 -0.2 -0.1 -0.1
C -1.289261 -0.620883 0.966918 -0.1 -0.1 0.0
C 0.199443 -0.711193 1.263397 -0.1 0.4 -0.4
C 0.597411 0.140525 0.285043 0.4 -0.3 0.2
C 1.828421 0.392229 -0.532905 0.0 0.0 0.0
H -0.256710 0.953239 -0.010191 -0.1 0.0 0.0
H -1.841780 0.788066 -0.781928 0.1 -0.1 0.0
H -0.952665 -0.702485 -1.222617 0.0 0.1 0.2
H -1.778937 -1.601349 0.932456 0.1 0.1 0.0
H -1.843185 -0.005708 1.685640 0.1 -0.1 -0.1
H 2.687301 0.323305 0.143888 -0.2 0.0 -0.1
H 1.974247 -0.351709 -1.325623 -0.1 0.1 0.1
H 1.833195 1.389473 -0.982298 0.0 -0.1 0.0
```
Positions in Å, forces in eV/Å.

Entry 8:
Here is a single C5H9F2NO4 molecule from OMol25. Energies are from ωB97M-V with the def2-TZVPD basis set.

Results
Energy relative to the best compared isomer or geometry (same formula, charge and spin) in kcal/mol: 24.4
HOMO-LUMO gap in eV: 10.9
2S+1: 1
SMILES string: CC(F)(F)C(CO)(CO)[N+](=O)[O-]

Structure (XYZ):
```
21
Properties=species:S:1:pos:R:3:forces:R:3
C -1.353705 1.252097 0.096423 -0.4 2.1 0.1
C -1.620252 -0.223209 0.214536 -0.7 0.3 -2.0
F -2.383324 -0.682189 -0.919981 1.0 0.8 1.3
F -2.415963 -0.520689 1.260482 -0.3 0.5 0.5
C -0.346664 -1.077572 0.315233 -0.2 -0.9 -1.9
C 0.313088 -1.417568 -1.092355 -3.2 1.6 0.0
O 0.639175 -0.132339 -1.590120 -1.7 0.4 2.5
C 0.791802 -0.426530 1.046608 -1.6 -0.7 4.0
O 0.420536 0.477452 2.121369 -1.5 -0.3 1.2
N -0.985411 -2.364514 0.928724 1.7 0.7 0.2
O -1.470711 -3.127344 0.131371 -0.1 -0.3 0.5
O -0.972306 -2.433558 2.145346 0.0 -0.5 -0.7
H -0.470796 1.578700 0.793865 -2.1 -0.5 -1.5
H -2.312806 1.890063 0.279004 1.6 -1.4 0.1
H -1.126086 1.449007 -0.966453 0.2 -0.1 0.6
H 1.169022 -1.993702 -0.993731 1.6 -1.4 0.5
H -0.442387 -1.895545 -1.735315 0.4 0.0 0.3
H 1.127319 -0.162694 -2.352045 1.8 -0.4 -3.0
H 1.331097 0.228320 0.409825 0.8 -0.2 -0.7
H 1.293895 -1.246232 1.590768 0.6 0.3 -0.9
H -0.428046 0.237992 2.624030 1.9 -0.1 -1.2
```
Positions in Å, forces in eV/Å.

Q: Look up the 2S+1 of the second one.
A: 1

Q: What is the formula in the fifth record?
A: C5H8O